# 1
The following is a DFT calculation (ωB97M-V with the def2-TZVPD basis set) of a structure of composition C34H34AsF5O2RuS.

Values from the calculation:
<S²>: 8.777
E_tot, Eh: -4694.3669
Highest occupied orbital energy (alpha / beta), eV: -10.14 / -11.27

The geometry in ORCA input format:
```
! RIJCOSX wB97M-V def2-TZVPD def2/J DEFGRID3
* xyz 1 6
Ru 0.241 -0.322 -0.570
S 2.551 0.001 -0.434
C 3.193 1.606 -0.691
C 4.588 1.726 -0.717
C 5.173 2.972 -0.846
C 4.376 4.106 -0.945
C 2.992 3.991 -0.923
C 2.388 2.748 -0.804
As 0.459 2.546 -0.833
C -0.105 4.239 -0.072
C -0.174 4.320 1.315
C -0.535 5.510 1.929
C -0.838 6.621 1.155
C -0.772 6.543 -0.229
C -0.405 5.354 -0.847
C 0.119 2.779 -2.726
C 1.108 2.539 -3.673
C 0.814 2.647 -5.026
C -0.462 3.002 -5.434
C -1.451 3.244 -4.490
C -1.166 3.124 -3.140
H 5.199 0.837 -0.630
H 6.251 3.060 -0.866
H 4.831 5.082 -1.041
H 2.379 4.880 -1.002
H 0.068 3.453 1.920
H -0.582 5.570 3.009
H -1.126 7.549 1.631
H -1.006 7.409 -0.833
H -0.353 5.302 -1.926
H 2.113 2.274 -3.366
H 1.587 2.459 -5.759
H -0.688 3.091 -6.488
H -2.450 3.517 -4.806
H -1.949 3.294 -2.411
F -1.704 0.167 -2.797
C -1.755 0.023 -1.437
F -2.452 1.101 -0.947
C -2.655 -1.199 -1.194
F -3.878 -1.067 -1.687
F -2.765 -1.428 0.136
F -2.092 -2.291 -1.737
C -1.043 -8.747 1.052
C -0.843 -7.263 0.983
C -1.536 -6.408 1.835
C -1.354 -5.039 1.789
C -2.149 -4.173 2.735
C -0.437 -4.506 0.849
C -0.287 -3.083 0.819
O 0.448 -2.444 0.046
C 0.272 -5.362 -0.032
C 1.242 -4.857 -1.062
C 0.051 -6.722 0.061
H -1.858 -9.012 1.723
H -0.134 -9.233 1.410
H -1.258 -9.153 0.063
H -2.237 -6.825 2.548
H -2.789 -4.797 3.355
H -2.792 -3.472 2.201
H -1.504 -3.601 3.404
H -0.883 -2.505 1.533
H 0.747 -4.200 -1.778
H 1.676 -5.696 -1.602
H 2.045 -4.278 -0.607
H 0.586 -7.387 -0.606
C 0.076 0.163 3.967
C -1.047 1.126 3.577
C -1.406 0.697 2.158
O -0.252 -0.055 1.669
C 0.808 -0.005 2.654
H -0.330 -0.796 4.297
H 0.718 0.553 4.754
H -0.681 2.153 3.592
H -1.906 1.070 4.242
H -1.587 1.531 1.481
H -2.260 0.024 2.126
H 1.458 0.848 2.436
H 1.383 -0.924 2.560
*
```

# 2
The following is a DFT calculation (ωB97M-V with the def2-TZVPD basis set) of the ion C10H17N2P2 with charge +1 at a distorted geometry.

Values from the calculation:
SMILES: [H]/P=C/c1cccc([C@H](P)[C@@H](N)CC)[nH+]1
E_tot, Eh: -1183.1156
Highest occupied orbital energy, eV: -12.50

The geometry in ORCA input format:
```
! RIJCOSX wB97M-V def2-TZVPD def2/J DEFGRID3
* xyz 1 1
H -0.698 4.221 3.055
P -0.366 3.305 2.164
C -1.524 2.166 2.666
C -1.705 0.885 2.134
C -2.844 0.035 2.179
C -3.003 -0.979 1.291
C -1.961 -1.384 0.491
C -0.887 -0.513 0.323
C 0.407 -0.856 -0.473
P 1.641 -1.426 0.948
C 1.014 0.256 -1.284
N 1.322 1.338 -0.277
C 2.139 -0.088 -2.243
C 1.728 -1.202 -3.197
N -0.853 0.575 1.182
H -2.113 2.358 3.472
H -3.815 0.507 2.594
H -3.863 -1.521 1.479
H -2.105 -2.388 -0.094
H 0.228 -1.770 -1.216
H 2.483 -1.797 0.014
H 0.964 -2.644 1.382
H 0.215 0.653 -1.893
H 2.245 1.160 0.041
H 1.371 2.298 -0.643
H 2.998 -0.405 -1.642
H 2.221 0.814 -2.734
H 0.670 -1.376 -3.294
H 2.134 -2.207 -2.990
H 1.951 -1.100 -4.275
H 0.007 1.084 0.839
*
```

# 3
The following is a DFT calculation (ωB97M-V with the def2-TZVPD basis set) of a structure of composition C3H8IN at a distorted geometry.

Values from the calculation:
E_tot, Eh: -471.4610
Highest occupied orbital energy, eV: -8.74

The geometry in ORCA input format:
```
! RIJCOSX wB97M-V def2-TZVPD def2/J DEFGRID3
* xyz 0 1
C 0.205 -1.305 -0.194
C -1.245 0.721 -0.198
C 0.019 0.124 0.401
N 1.209 0.802 -0.048
I 3.145 -0.078 0.122
H 0.160 -1.141 -1.324
H 1.140 -1.851 0.082
H -0.602 -1.991 0.108
H -1.239 0.768 -1.256
H -1.522 1.766 0.222
H -2.190 0.066 -0.030
H -0.376 0.317 1.715
H 1.297 1.803 0.398
*
```

# 4
The following is a DFT calculation (ωB97M-V with the def2-TZVPD basis set) of a structure of composition C43H42MoN7O10S2Si at a distorted geometry.

Values from the calculation:
<S²>: 2.020
E_tot, Eh: -3953.7706
Highest occupied orbital energy (alpha / beta), eV: -5.46 / -5.47

The geometry in ORCA input format:
```
! RIJCOSX wB97M-V def2-TZVPD def2/J DEFGRID3
* xyz -1 3
Mo 0.303 0.584 -0.101
C -0.709 -2.742 -2.477
N -1.791 -2.686 -1.495
C -3.079 -3.213 -1.932
C -1.669 -1.955 -0.403
O -0.584 -1.435 -0.062
C -2.871 -1.775 0.506
O -2.518 -1.086 1.674
C -1.746 -1.828 2.572
C -0.431 -1.133 2.912
O 0.028 -0.200 2.257
N 0.183 -1.593 4.020
C 1.357 -0.916 4.541
C -0.298 -2.718 4.798
H -0.661 -3.753 -2.882
H -0.895 -2.026 -3.279
H 0.232 -2.501 -1.996
H -2.891 -4.035 -2.619
H -3.648 -3.601 -1.090
H -3.655 -2.441 -2.444
H -3.572 -1.145 -0.040
H -3.341 -2.737 0.742
H -2.322 -1.951 3.494
H -1.509 -2.827 2.186
H 1.757 -0.264 3.778
H 1.098 -0.324 5.424
H 2.114 -1.653 4.806
H -0.827 -3.438 4.178
H 0.565 -3.231 5.221
H -0.952 -2.400 5.616
O 3.573 3.852 -5.564
C 4.126 3.440 -4.534
O 5.320 3.379 -4.191
C 3.157 2.891 -3.462
C 3.437 3.039 -2.108
C 2.600 2.499 -1.156
N 1.513 1.776 -1.481
C 1.237 1.645 -2.794
C 1.999 2.197 -3.795
C 0.081 0.737 -3.046
O -0.340 0.431 -4.131
O -0.366 0.247 -1.907
H 4.340 3.552 -1.807
H 2.809 2.614 -0.106
H 1.696 2.071 -4.825
O 1.597 3.779 2.530
C 1.254 2.904 1.816
N 0.920 2.010 1.108
N -9.510 0.795 0.273
C -8.285 0.809 -0.392
C -7.353 -0.209 -0.178
C -6.153 -0.211 -0.864
C -5.856 0.803 -1.762
C -6.783 1.807 -1.993
C -7.991 1.809 -1.318
S -4.304 0.794 -2.639
O -4.283 -0.461 -3.351
O -4.273 2.016 -3.405
N -3.137 0.708 -1.541
C -2.841 1.729 -0.733
S -3.733 3.259 -0.654
C -2.816 3.732 0.725
C -1.891 2.801 0.996
N -1.841 1.699 0.161
H -9.523 0.294 1.145
H -9.983 1.681 0.324
H -7.579 -1.001 0.527
H -5.442 -1.012 -0.705
H -6.537 2.590 -2.697
H -8.713 2.597 -1.499
H -2.991 4.663 1.235
H -1.212 2.849 1.827
C 5.921 2.135 1.773
C 6.053 1.515 0.540
C 5.054 0.669 0.072
C 3.902 0.419 0.820
C 3.787 1.071 2.052
C 4.778 1.915 2.530
Si 2.496 -0.713 0.204
C 2.538 -2.178 1.443
C 3.601 -2.356 2.332
C 3.684 -3.471 3.159
C 2.696 -4.443 3.121
C 1.633 -4.296 2.238
C 1.562 -3.181 1.414
C 3.221 -1.560 -1.341
C 2.616 -1.488 -2.594
C 3.185 -2.072 -3.720
C 4.383 -2.758 -3.608
C 4.995 -2.868 -2.364
C 4.418 -2.279 -1.251
H 6.698 2.797 2.137
H 6.926 1.703 -0.072
H 5.168 0.222 -0.908
H 2.886 0.943 2.637
H 4.647 2.418 3.480
H 4.382 -1.605 2.386
H 4.526 -3.579 3.833
H 2.763 -5.317 3.758
H 0.864 -5.059 2.184
H 0.734 -3.090 0.722
H 1.676 -0.972 -2.706
H 2.695 -1.976 -4.681
H 4.841 -3.200 -4.483
H 5.928 -3.409 -2.266
H 4.911 -2.378 -0.289
*
```